Molecular formula: C8H11CoFO7P2S4Sb
Method: DFT, ωB97M-V with the def2-TZVPD basis set

## Properties
Expectation value of S²: 6.019
E_HOMO (spin up / spin down) (eV): -1.71 / -1.71
Spin multiplicity: 5
HOMO-LUMO gap (spin up / spin down) (eV): 6.07 / 4.94
Charge: -2

Last column: Mulliken spin population.
Atoms and positions in Å:
Co 0.688 0.764 0.344  2.817
S 3.708 0.787 4.253  0.052
Sb 3.249 1.054 1.977  -0.033
S 1.336 2.499 1.711  0.800
S 2.709 -0.766 0.714  0.102
S 5.055 2.136 0.911  0.036
C -1.406 -3.852 0.899  -0.001
C -1.656 -2.389 1.034  0.003
O -3.002 -2.185 1.334  0.001
P -0.569 -1.495 2.171  0.013
O -1.385 -1.734 3.511  0.000
O 0.764 -2.315 2.377  0.002
O -0.322 -0.018 1.985  0.001
P -1.456 -1.348 -0.531  0.016
O -1.469 -2.558 -1.687  0.001
O -2.646 -0.413 -0.564  -0.001
O -0.073 -0.731 -0.642  0.035
H -1.920 -4.501 1.667  0.000
H -0.303 -4.079 1.056  0.000
H -1.693 -4.174 -0.137  0.000
H -3.261 -1.396 0.838  0.000
H -2.282 -1.985 3.273  0.001
H 1.504 -1.966 1.712  0.001
H -2.389 -2.637 -2.028  0.000
F 0.354 4.947 -4.070  -0.001
C 0.476 3.839 -3.229  -0.011
C -0.604 2.962 -2.899  0.023
C -0.355 1.970 -1.924  -0.074
C 0.853 1.844 -1.260  0.163
C 1.892 2.701 -1.553  0.037
C 1.704 3.717 -2.501  0.011
H -1.638 2.961 -3.280  0.001
H -1.194 1.304 -1.673  -0.007
H 2.875 2.607 -1.171  0.010
H 2.459 4.449 -2.620  0.000